This record from the Open Molecules 2025 dataset describes a molecular structure, C17H15N3O8PtS in a non-equilibrium geometry. The level of theory is ωB97M-V with the def2-TZVPD basis set.

Atoms and positions in Å:
1 Pt 0.25145 -0.71696 0.42581
2 O -3.04165 0.71526 -1.58446
3 C -2.22989 0.06330 -0.76956
4 O -1.61387 0.60591 0.12272
5 C -2.06392 -1.40149 -1.01700
6 C -2.91109 -2.23579 -1.71048
7 C -2.56012 -3.58342 -1.83508
8 C -1.35576 -4.02697 -1.31516
9 C -0.54299 -3.12311 -0.64690
10 N -0.92901 -1.86662 -0.47547
11 C 0.85424 -3.39111 -0.11616
12 O 1.35972 -4.47366 -0.27223
13 O 1.40197 -2.35593 0.46708
14 H -2.90663 1.68490 -1.40331
15 H -3.81372 -1.83230 -2.14375
16 H -3.21352 -4.26237 -2.36352
17 H -1.00260 -5.04297 -1.42097
18 C 1.46443 -0.84512 3.82681
19 N 0.67863 0.35395 4.01609
20 C 1.30874 1.49319 4.65479
21 C -0.48392 0.48517 3.37607
22 O -0.97898 -0.37823 2.66953
23 H 2.21585 -0.89163 4.61294
24 H 1.96629 -0.83443 2.85284
25 H 0.82234 -1.72280 3.87980
26 H 1.54590 1.26831 5.69602
27 H 0.63637 2.34637 4.61717
28 H 2.22671 1.75812 4.12474
29 H -0.96929 1.46235 3.51852
30 O 0.04862 4.84392 -1.00409
31 S -0.40706 3.49088 -0.91378
32 O -1.81421 3.20911 -1.04723
33 N 0.16230 2.77602 0.45890
34 C 0.92018 1.77535 0.16491
35 O 1.37576 0.92242 1.02989
36 C 1.19391 1.56664 -1.30606
37 C 1.99671 0.63597 -1.94205
38 C 1.99606 0.61292 -3.32959
39 C 1.21509 1.50541 -4.06508
40 C 0.43419 2.46012 -3.42746
41 C 0.45952 2.46708 -2.04688
42 H 2.62263 -0.03995 -1.37344
43 H 2.61029 -0.10890 -3.85040
44 H 1.22706 1.46148 -5.14532
45 H -0.15676 3.16962 -3.98916

**Highest occupied orbital energy**: -8.71 eV
**Orbital gap**: 7.45 eV
**Electronic energy**: -52804.418 eV



This record from the Open Molecules 2025 dataset describes a molecular structure, C55H75BN13O3SSiTi in a non-equilibrium geometry. The level of theory is ωB97M-V with the def2-TZVPD basis set.

Atoms and positions in Å:
1 Ti -0.40845 -0.17373 0.58048
2 C -2.11090 3.39597 -2.22205
3 C -2.70464 2.52614 -1.10342
4 C -4.18951 2.85218 -0.92482
5 C -1.92151 2.77023 0.14965
6 C -2.06230 3.89865 0.96551
7 C -1.06890 3.76753 1.90923
8 N -0.39910 2.63452 1.67319
9 N -0.91515 2.00097 0.58190
10 B 0.85930 2.22803 2.51543
11 N 0.54156 1.13336 3.53018
12 C 0.79047 1.23151 4.84541
13 C 0.45200 0.03422 5.43116
14 C -0.01195 -0.75994 4.36573
15 N 0.03473 -0.08143 3.22019
16 C -0.45557 -2.18774 4.48018
17 C -1.45651 -2.37780 5.61996
18 C 0.75981 -3.10279 4.66100
19 N 2.01341 1.82032 1.61540
20 C 2.63611 2.89261 0.90732
21 C 4.11313 2.88373 0.68898
22 C 3.98795 0.58844 1.67595
23 N 2.74090 0.71816 1.92570
24 C 4.61507 -0.72506 2.10895
25 C 5.84163 -0.52042 3.00048
26 C 4.99240 -1.64627 0.93717
27 H -2.50799 3.09874 -3.19761
28 H -1.02910 3.28732 -2.23381
29 H -2.35437 4.44799 -2.04952
30 H -2.59744 1.47844 -1.38333
31 H -4.34939 3.93364 -0.90653
32 H -4.58315 2.42977 0.00071
33 H -4.76119 2.44209 -1.76072
34 H -2.78542 4.69225 0.87728
35 H -0.79779 4.40761 2.73225
36 H 1.12883 3.24193 3.13402
37 H 1.20360 2.13291 5.26585
38 H 0.53587 -0.23243 6.47158
39 H -0.94466 -2.47138 3.55518
40 H -0.99404 -2.17291 6.58858
41 H -1.82172 -3.40773 5.62953
42 H -2.31493 -1.71301 5.50332
43 H 1.44638 -2.98100 3.82157
44 H 0.44772 -4.15028 4.69842
45 H 1.29025 -2.85919 5.58534
46 H 2.15521 3.84756 1.07334
47 H 4.64592 3.82778 0.69724
48 H 3.83488 -1.22542 2.68769
49 H 6.67393 -0.08577 2.43895
50 H 6.17644 -1.48550 3.38785
51 H 5.61973 0.12820 3.85123
52 H 5.86455 -1.25944 0.40713
53 H 4.16671 -1.73763 0.23639
54 H 5.23600 -2.64428 1.30967
55 C 2.28658 -5.17112 1.94205
56 Si 0.70440 -5.40565 0.94917
57 C 0.00868 -7.09755 1.44785
58 C 1.03317 -5.46838 -0.90384
59 C -0.62299 -4.13978 1.34209
60 C -1.86974 -4.51281 1.82918
61 C -2.82230 -3.53114 2.08351
62 C -2.51161 -2.21296 1.83878
63 N -1.33435 -1.79797 1.32776
64 C -0.39332 -2.76739 1.09778
65 S 1.07740 -2.15548 0.46110
66 H 3.08394 -5.81490 1.56060
67 H 2.12923 -5.41182 2.99593
68 H 2.62001 -4.13596 1.86801
69 H 0.73318 -7.88788 1.23632
70 H -0.90600 -7.33174 0.89723
71 H -0.22017 -7.13416 2.51639
72 H 1.93290 -6.04428 -1.13562
73 H 1.16527 -4.45416 -1.28203
74 H 0.19053 -5.92412 -1.42956
75 H -2.08653 -5.55645 2.02566
76 H -3.79179 -3.78200 2.49658
77 H -3.20695 -1.44161 2.10778
78 C 4.85152 1.28504 -6.33656
79 O 3.90434 1.57915 -5.33675
80 C 2.78638 2.27553 -5.70916
81 C 2.59546 2.82682 -6.96200
82 C 1.42818 3.53348 -7.24723
83 C 0.47709 3.69964 -6.25960
84 C 0.67367 3.15820 -4.99481
85 C 1.81212 2.41245 -4.70166
86 N 2.09247 1.86343 -3.45831
87 C 1.24232 1.23468 -2.52696
88 N -0.02308 1.03324 -2.97908
89 C -0.99788 0.04643 -2.66948
90 C -1.15297 -0.60371 -1.43217
91 C -2.08979 -1.67247 -1.52268
92 C -2.87335 -1.97217 -2.62294
93 C -2.78878 -1.19261 -3.76941
94 C -1.83291 -0.20057 -3.78120
95 O -1.61429 0.60117 -4.89323
96 C -2.67241 0.74186 -5.80745
97 N 1.67519 0.94281 -1.35662
98 C 3.01243 1.28418 -1.08073
99 C 3.18625 2.63276 -0.46536
100 C 4.90939 1.68911 1.16002
101 C 5.84920 1.26744 0.06082
102 C 5.45813 0.80258 -1.13104
103 C 4.06954 0.57493 -1.53048
104 O 3.76204 -0.49986 -2.35693
105 C 4.81352 -1.25660 -2.89981
106 H 5.61716 0.67468 -5.86375
107 H 5.31521 2.19220 -6.73563
108 H 4.40101 0.72271 -7.15963
109 H 3.34249 2.71539 -7.73506
110 H 1.28339 3.95128 -8.23461
111 H -0.42476 4.26554 -6.45621
112 H -0.05935 3.33136 -4.22028
113 H 3.04919 1.55975 -3.35202
114 H -0.13084 1.31931 -3.93984
115 H -2.23293 -2.33131 -0.67762
116 H -3.55914 -2.81273 -2.58932
117 H -3.42468 -1.37597 -4.62495
118 H -2.40064 1.56637 -6.46558
119 H -3.61181 0.97670 -5.29698
120 H -2.81609 -0.15952 -6.41142
121 H 3.07766 3.42569 -1.20153
122 H 5.50304 2.00479 2.02464
123 H 6.91283 1.38132 0.24652
124 H 6.23173 0.50351 -1.82924
125 H 4.34545 -2.03996 -3.49315
126 H 5.43176 -1.72363 -2.12645
127 H 5.45675 -0.65736 -3.55581
128 C -6.60913 0.31985 0.07009
129 C -5.33525 -0.42844 -0.27757
130 N -4.20533 0.28250 0.28250
131 C -4.21387 0.76863 1.57336
132 N -3.09686 0.88174 2.18732
133 C -3.07284 1.46257 3.51680
134 C -4.23141 2.42140 3.74773
135 C -5.51706 1.69239 3.40264
136 N -5.45562 1.22047 2.03058
137 C -6.65651 0.54481 1.57132
138 H -7.48393 -0.25136 -0.24602
139 H -6.61881 1.28554 -0.44024
140 H -5.19170 -0.48769 -1.35632
141 H -5.39534 -1.45897 0.10530
142 H -3.28893 -0.05272 0.00157
143 H -2.11483 1.96353 3.65613
144 H -3.11068 0.65510 4.26023
145 H -4.11342 3.28657 3.08977
146 H -4.25710 2.76742 4.78310
147 H -6.38528 2.35232 3.48750
148 H -5.66843 0.85420 4.10169
149 H -7.51155 1.17100 1.83859
150 H -6.78573 -0.42021 2.08950

**Charge**: -1
**Highest occupied orbital energy (alpha / beta)**: -2.43 / -4.25 eV
**Orbital gap (alpha / beta)**: 4.67 / 6.49 eV
**2S+1**: 3
**Electronic energy**: -126274.178 eV



This record from the Open Molecules 2025 dataset describes a molecular structure, C4H11N2 in a non-equilibrium geometry. The level of theory is ωB97M-V with the def2-TZVPD basis set.

Atoms and positions in Å:
1 C -0.93902 0.89224 -0.67464
2 C 0.63280 0.36379 0.61477
3 C 2.35151 -0.19420 -0.20448
4 C -1.60420 -1.10619 0.51443
5 N -0.03970 1.51413 0.23400
6 N -0.53713 -0.37018 -0.17890
7 H -2.02566 1.13059 -0.50370
8 H -0.84790 1.02944 -1.81943
9 H 0.76588 0.09159 1.57851
10 H 2.14026 -0.42020 -1.33481
11 H 2.51192 -1.08111 0.42308
12 H 3.04196 0.60617 -0.01146
13 H -2.04061 -0.27104 1.10372
14 H -2.32326 -1.33871 -0.26905
15 H -1.28386 -1.96798 1.21787
16 H 0.38827 2.36550 -0.08008
17 H -0.19127 -1.24387 -0.60981

**Charge**: +1
**Highest occupied orbital energy**: -13.45 eV
**Orbital gap**: 10.25 eV
**Electronic energy**: -7296.118 eV



This record from the Open Molecules 2025 dataset describes a single C4H5N2OP molecule in a non-equilibrium geometry. The level of theory is ωB97M-V with the def2-TZVPD basis set.

Atoms and positions in Å:
1 C -1.08996 -0.79276 -0.21438
2 C -0.93454 0.52126 0.16832
3 C -0.04690 1.57061 -0.02080
4 C 1.32619 0.99167 0.21075
5 N -2.30065 -1.42918 -0.28699
6 N -3.44945 -0.65398 -0.05656
7 O -0.34466 2.72143 -0.15262
8 P -3.55038 0.97571 0.14933
9 H -0.31979 -1.57449 -0.18152
10 H 2.21278 1.60281 -0.05714
11 H 1.30173 0.04380 -0.45962
12 H 1.37335 0.67982 1.27017
13 H -4.25259 -1.21838 -0.26887

**Highest occupied orbital energy (alpha / beta)**: -8.34 / -8.33 eV
**Orbital gap (alpha / beta)**: 7.12 / 7.11 eV
**Electronic energy**: -18540.559 eV



This record from the Open Molecules 2025 dataset describes a gas-phase ion, C3H3N2S (charge +1) in a non-equilibrium geometry. The level of theory is ωB97M-V with the def2-TZVPD basis set.

Atoms and positions in Å:
1 C 0.64086 1.30083 0.02955
2 C -1.31227 0.12340 -0.04903
3 C 1.35067 0.03484 0.02943
4 N -0.66436 1.12893 -0.01919
5 N 0.63695 -1.02128 0.01839
6 S 3.07408 0.09577 -0.02236
7 H 1.08980 2.27393 0.09650
8 H -2.21295 -0.43727 -0.11597
9 H 0.97149 -1.96986 0.01939

**Charge**: +1
**Highest occupied orbital energy (alpha / beta)**: -13.87 / -13.84 eV
**Orbital gap (alpha / beta)**: 5.17 / 5.11 eV
**Electronic energy**: -16962.129 eV



This record from the Open Molecules 2025 dataset describes 2 unconnected molecules or ions with the total composition C6H14N2O2 in a non-equilibrium geometry. The level of theory is ωB97M-V with the def2-TZVPD basis set.

Atoms and positions in Å:
1 C -3.16850 -0.07638 1.11295
2 C -0.91029 -0.81549 -1.81960
3 C -2.05505 -0.01154 0.09215
4 O -1.32184 0.97568 0.11472
5 N -1.92228 -1.00969 -0.79810
6 H -2.74425 0.27475 2.06255
7 H -2.56055 -1.77910 -0.83467
8 H -0.95590 -1.75969 -2.38483
9 H -3.99107 0.49250 0.64667
10 H -3.70841 -1.03788 1.20124
11 H -1.01584 0.09058 -2.42964
12 H 0.09472 -0.86802 -1.38193
13 C 2.36850 0.24606 -1.59997
14 C 1.27294 0.87093 1.97902
15 C 1.87035 0.11715 0.80707
16 O 2.63894 -0.80361 0.94006
17 N 1.46941 0.50359 -0.48940
18 H 0.60076 1.00910 -0.61579
19 H 2.90067 -0.69526 -1.44405
20 H 0.31408 0.41646 2.18874
21 H 1.73576 0.04326 -2.47615
22 H 3.07714 1.02965 -1.85834
23 H 1.93752 0.67817 2.81319
24 H 1.09897 1.94292 1.92905

**SMILES**: CNC(C)=O.CNC(C)=O
**Highest occupied orbital energy**: -8.92 eV
**Orbital gap**: 9.56 eV
**Electronic energy**: -13524.549 eV



Listing energy above the lowest of the compared OMol25 structures with the same formula, charge and spin for the structures above in their given order: 22.6; 72.3; 111.4; 95.0; 92.8; 24.8 kcal/mol.